(1)
Density functional theory data (ωB97M-V/def2-TZVPD) for a cluster of 7 separate species, C21H32N3O13 in total in a non-equilibrium geometry.

E_tot = -53364.23262 eV
2S+1 = 1
Frontier orbital gap = 4.04 eV
Net charge = -1
Energy relative to the best compared isomer or geometry (same formula, charge and spin) = 0.00 kJ/mol

Element x y z (Å)
C: -1.01054 -0.66013 -0.80806
C: -0.33954 0.59787 -0.31806
O: -1.00254 1.49087 0.06894
N: 1.10446 0.73287 -0.71806
H: 1.54746 -0.16113 -0.75406
H: 1.09246 1.08387 -1.56206
C: 1.80346 1.82087 0.05994
H: -0.99854 -0.69613 -1.85606
H: -2.20454 -0.66713 -0.39506
H: -0.45554 -1.64213 -0.51806
H: 2.75046 1.97087 -0.22306
H: 1.70646 1.85987 1.05994
H: 1.35646 2.73487 -0.01106
N: 2.38246 -2.50213 -1.44706
O: 1.28946 -2.81413 -1.97406
O: 2.42446 -1.54813 -0.75906
O: 3.35346 -2.82913 -2.26006
N: -0.00854 1.00687 -4.28306
O: -0.30354 0.41587 -5.37206
O: 1.08746 0.71887 -3.77806
O: -0.93654 1.21787 -3.57206
C: -3.57154 -4.79413 1.52394
C: -2.43654 -3.94813 0.88794
C: -1.13954 -4.70413 0.79194
O: -2.83254 -3.46713 -0.37806
H: -3.45154 -5.80913 1.19394
H: -4.59154 -4.44713 1.15594
H: -3.47854 -4.88613 2.66794
H: -2.28154 -3.32613 1.62194
H: -1.25654 -5.52713 0.11394
H: -0.87654 -5.25513 1.72594
H: -0.30754 -4.29813 0.43294
H: -3.45254 -2.85713 -0.18806
C: -1.22254 1.48687 4.66294
C: 0.14646 1.93687 5.30294
C: 0.68546 3.18687 4.72794
O: -0.04554 2.32087 6.60394
H: -1.95054 2.45187 4.93894
H: -1.57554 0.52887 5.00594
H: -1.25154 1.37287 3.55194
H: 0.82746 1.17987 5.02294
H: 1.01546 2.86487 3.72294
H: 1.53546 3.53487 5.34394
H: 0.09746 3.94487 4.65694
H: -0.79454 2.69287 6.75494
C: -5.78954 -2.20313 -2.65806
C: -6.03154 -2.13713 -4.17606
C: -5.15254 -1.27313 -5.03906
O: -5.30454 -1.12213 -6.18706
C: -4.15754 -0.35513 -4.29606
C: -3.92354 -0.59013 -2.95206
C: -4.75154 -1.38313 -2.05906
O: -4.51654 -1.33813 -0.83106
H: -6.47554 -2.82313 -1.89506
H: -6.77754 -2.68113 -4.54106
H: -3.40454 0.13287 -4.99506
H: -3.44654 0.25287 -2.32906
C: 7.74246 2.92687 0.60194
C: 6.48146 3.13887 1.45994
C: 5.21046 3.59087 0.75894
O: 4.23546 4.12487 1.47994
C: 5.09346 3.32687 -0.70906
C: 6.36946 3.12087 -1.48106
C: 7.64046 2.85387 -0.80906
O: 8.64046 2.84987 -1.55806
H: 8.76946 3.06887 1.12994
H: 6.48546 3.37987 2.43294
H: 4.20646 3.65687 -1.18006
H: 6.42646 3.16787 -2.59406

(2)
Density functional theory data (ωB97M-V/def2-TZVPD) for the ion C21H32N3O4 with charge +1.

E_tot = -34951.49879 eV
2S+1 = 1
Frontier orbital gap = 8.57 eV
Net charge = +1
SMILES = CCOC(=O)c1c(C)n(C)c2ccc(OC[C@H](O)CN3CC[NH+](C)CC3)cc12
Energy relative to the best compared isomer or geometry (same formula, charge and spin) = 13.48 kJ/mol

Element x y z (Å)
C: 1.20212 4.20253 0.86188
C: 1.75417 3.69710 -0.46508
O: 2.45177 2.46437 -0.30919
C: 1.73936 1.33257 -0.31716
O: 0.51087 1.34275 -0.45872
C: 2.49561 0.12742 -0.16103
C: 3.86292 -0.03653 0.08397
C: 4.93415 0.97171 0.25749
N: 4.14804 -1.35292 0.16914
C: 5.45665 -1.89071 0.41913
C: 2.99979 -2.09319 -0.01310
C: 2.79056 -3.46690 -0.01200
C: 1.51359 -3.92508 -0.23281
C: 0.44240 -3.04366 -0.46089
O: -0.75660 -3.66411 -0.68099
C: -1.92657 -2.91188 -0.91692
C: -2.52309 -2.39144 0.40284
O: -2.70996 -3.46693 1.28929
C: -3.91346 -1.72687 0.22884
N: -4.00659 -0.29653 0.12492
C: -3.83347 0.37244 -1.13317
C: -2.42745 0.95703 -1.32357
N: -2.02733 1.82762 -0.18876
C: -2.66301 3.14952 -0.22142
C: -2.21319 1.12096 1.10496
C: -3.62349 0.52521 1.23953
C: 0.64870 -1.67675 -0.45648
C: 1.93542 -1.19720 -0.22743
H: 0.52770 3.47005 1.30162
H: 0.66885 5.13569 0.70499
H: 2.01605 4.37815 1.56000
H: 2.49419 4.39298 -0.86356
H: 0.95164 3.56434 -1.20018
H: 4.52198 1.97326 0.24488
H: 5.45739 0.81031 1.19986
H: 5.66593 0.88580 -0.54646
H: 5.42800 -2.97207 0.31883
H: 6.17683 -1.49118 -0.29654
H: 5.79222 -1.64068 1.42822
H: 3.59224 -4.16847 0.15418
H: 1.30229 -4.98173 -0.24611
H: -2.62661 -3.62602 -1.36095
H: -1.74741 -2.10262 -1.63354
H: -1.81387 -1.68165 0.86063
H: -2.01010 -4.11697 1.14009
H: -4.40978 -2.15938 -0.64177
H: -4.48453 -2.03077 1.11118
H: -4.03622 -0.32260 -1.94779
H: -4.57277 1.18152 -1.19858
H: -1.69118 0.15525 -1.38432
H: -2.37684 1.53760 -2.24548
H: -0.98237 1.93240 -0.29541
H: -2.27815 3.76432 0.59012
H: -2.44272 3.64164 -1.16682
H: -3.74187 3.06205 -0.11405
H: -1.45827 0.33412 1.14982
H: -2.02490 1.82299 1.91855
H: -3.66467 -0.06778 2.15280
H: -4.35149 1.34080 1.33757
H: -0.14349 -0.97191 -0.63504

(3)
Density functional theory data (ωB97M-V/def2-TZVPD) for an isolated molecule of C21H32N6O2S in a non-equilibrium geometry.

E_tot = -46168.62112 eV
2S+1 = 1
Frontier orbital gap = 8.63 eV
Net charge = 0
SMILES = Cc1cc(=O)n2nc(N3CCC[C@@H]3C(=O)NCCCN3C[C@H](C)C[C@@H](C)C3)sc2n1
Energy relative to the best compared isomer or geometry (same formula, charge and spin) = 0.00 kJ/mol

Element x y z (Å)
C: -0.81594 5.41999 1.80296
C: -0.06309 4.15802 1.54735
C: -0.26084 3.01571 2.27120
C: 0.45244 1.80554 2.00120
O: 0.33066 0.71784 2.52679
N: 1.39861 1.98391 0.96179
N: 2.20555 0.97585 0.57188
C: 2.94716 1.30901 -0.43007
N: 3.82117 0.50002 -1.00698
C: 4.70927 0.86304 -2.08797
C: 5.93319 -0.00708 -1.82183
C: 5.31188 -1.29976 -1.29467
C: 4.06599 -0.85613 -0.52419
C: 2.85068 -1.77092 -0.84460
O: 2.82120 -2.45744 -1.84617
N: 1.89410 -1.72581 0.08563
C: 0.61336 -2.38622 -0.05979
C: -0.03783 -2.57231 1.30557
C: -1.50497 -2.97927 1.15436
N: -2.24764 -2.02612 0.34969
C: -3.45631 -2.59218 -0.21620
C: -4.05401 -1.64584 -1.26096
C: -3.12836 -1.53612 -2.46994
C: -4.32730 -0.28583 -0.61442
C: -3.08588 0.25489 0.09343
C: -3.39564 1.55679 0.82506
C: -2.55923 -0.80180 1.06480
S: 2.70415 2.99360 -0.98188
C: 1.50690 3.15135 0.28343
N: 0.82834 4.22058 0.52683
H: -0.11506 6.23251 1.98248
H: -1.47975 5.31202 2.65500
H: -1.39647 5.67976 0.91972
H: -0.97834 2.98147 3.07512
H: 4.25047 0.60717 -3.05004
H: 4.92013 1.93406 -2.06736
H: 6.55934 0.45550 -1.05751
H: 6.53049 -0.16632 -2.71587
H: 4.98361 -1.93154 -2.12317
H: 5.99432 -1.86955 -0.66895
H: 4.21299 -0.82512 0.56071
H: 1.93259 -1.00080 0.79315
H: 0.77989 -3.34022 -0.56494
H: -0.05700 -1.78235 -0.68215
H: 0.48688 -3.34029 1.87584
H: 0.03502 -1.63544 1.85997
H: -1.54490 -3.94590 0.64418
H: -1.95242 -3.10758 2.15565
H: -3.20418 -3.54208 -0.69489
H: -4.21221 -2.79513 0.56687
H: -5.00962 -2.06751 -1.59515
H: -3.07326 -2.49037 -2.98879
H: -3.49543 -0.78608 -3.16710
H: -2.12598 -1.26611 -2.15295
H: -4.66836 0.42478 -1.37056
H: -5.12841 -0.39849 0.12155
H: -2.30816 0.44907 -0.65088
H: -4.15782 1.39449 1.58473
H: -2.50242 1.94084 1.31229
H: -3.75995 2.30925 0.12863
H: -1.65680 -0.43015 1.55077
H: -3.31677 -0.98320 1.85135

(4)
Density functional theory data (ωB97M-V/def2-TZVPD) for a structure of composition C21H33Cl2LuN4O3S in a non-equilibrium geometry.

E_tot = -103917.74332 eV
2S+1 = 1
Frontier orbital gap = 6.20 eV
Net charge = 0

Element x y z (Å)
O: 1.33260 0.96590 -0.89850
C: 1.34010 1.48900 -2.19610
C: 1.36770 2.99970 -2.18390
C: 1.03710 3.71550 -1.03840
H: 0.79860 3.16180 -0.14270
C: 1.02820 5.10300 -1.04160
H: 0.75510 5.64350 -0.14320
C: 1.36650 5.80030 -2.19370
H: 1.36010 6.88290 -2.20010
C: 1.72030 5.09580 -3.33750
H: 1.99490 5.62930 -4.23860
C: 1.71750 3.70850 -3.32940
H: 1.98910 3.16160 -4.22410
H: 2.23710 1.15630 -2.73010
C: 0.34830 -0.52590 -3.31420
C: 0.14210 0.90410 -2.93280
H: -0.23590 -0.83270 -4.17780
H: 0.10820 -1.17970 -2.47780
H: 1.40110 -0.70400 -3.54700
C: -0.96580 1.61490 -3.15380
C: -2.22430 1.16460 -3.81480
H: -0.96700 2.65370 -2.84140
H: -2.46340 1.72730 -4.71290
H: -3.07530 1.25550 -3.13500
H: -2.16880 0.10790 -4.08940
Lu: 0.00000 0.00000 0.00000
Cl: -1.00380 1.81570 1.04250
Cl: -1.57750 -0.06300 -1.69610
C: -2.42100 -1.15960 1.16280
O: -1.18440 -1.27260 1.17530
N: -3.23390 -1.88710 1.93360
C: -2.79920 -3.13710 2.52240
C: -4.57940 -1.44190 2.22400
H: -2.91720 -0.44470 0.50840
H: -1.75050 -3.28390 2.29440
H: -3.37870 -3.96820 2.11970
H: -2.93440 -3.11110 3.60370
H: -4.71640 -0.42740 1.86350
H: -4.76490 -1.45780 3.29850
H: -5.31130 -2.08760 1.73760
H: 1.82750 -5.00730 -0.93990
H: 4.38240 -4.10460 -0.57050
C: 1.85170 -4.19760 -1.67010
C: 4.09300 -3.26080 -1.19620
N: 2.65520 -3.09780 -1.18070
H: 0.83910 -3.85660 -1.85680
C: 2.08840 -1.94890 -0.81140
O: 0.86060 -1.79450 -0.69580
H: 4.55340 -2.35600 -0.81820
H: 2.77760 -1.12530 -0.63240
H: 2.25840 -4.57610 -2.60670
H: 4.44130 -3.44730 -2.21320
C: 0.52210 -1.91170 4.12440
N: 0.36660 -0.46040 4.13330
C: -0.29660 0.26720 5.05370
C: -0.16670 1.60220 4.72450
N: 0.57290 1.69710 3.60360
C: 0.87020 0.43110 3.25400
S: 1.79470 0.04470 1.96760
H: 0.11980 -2.32850 3.18350
H: 1.59920 -2.17050 4.19780
H: -0.01420 -2.36780 4.98380
H: -0.82120 -0.13730 5.90970
H: -0.57150 2.44470 5.26950
H: 0.85740 2.57560 3.11510